{"formula": "C26H24N7O7PRe", "method": "wB97M-V/def2-TZVPD", "homo_lumo_gap_ev": [8.20, 7.35], "e_above_lowest_kcal_mol": 0.0, "charge": 2, "multiplicity": 2, "symbols": ["Re", "N", "N", "C", "N", "N", "N", "O", "O", "H", "H", "H", "H", "H", "C", "C", "N", "C", "C", "N", "C", "O", "O", "C", "O", "O", "H", "H", "H", "H", "H", "O", "C", "C", "C", "C", "C", "C", "C", "P", "C", "C", "C", "C", "C", "C", "C", "C", "C", "C", "C", "C", "H", "H", "H", "H", "H", "H", "H", "H", "H", "H", "H", "H", "H", "H"], "positions_angstrom": [[-0.924, 0.502, -1.169], [-2.141, -1.315, -1.273], [-2.047, -1.945, -2.541], [-1.712, -1.149, -3.607], [-1.935, -1.632, -4.810], [-1.154, 0.023, -3.280], [-0.777, 0.939, -4.309], [-0.680, 0.541, -5.449], [-0.562, 2.044, -3.910], [-1.863, -1.988, -0.555], [-3.114, -1.053, -1.092], [-2.684, -2.714, -2.705], [-2.426, -2.501, -4.946], [-1.598, -1.114, -5.612], [1.514, -2.501, -1.709], [1.901, -1.068, -1.680], [1.096, -0.020, -1.529], [1.869, 1.115, -1.711], [3.155, 0.745, -1.929], [3.145, -0.623, -1.908], [4.462, 1.449, -2.122], [4.442, 2.761, -2.139], [5.441, 0.770, -2.276], [1.226, 2.432, -1.545], [1.836, 3.470, -1.671], [-0.019, 2.320, -1.156], [0.484, -2.619, -1.383], [2.166, -3.098, -1.071], [1.594, -2.889, -2.726], [3.988, -1.166, -2.065], [3.537, 3.139, -2.016], [-2.855, 1.474, -1.215], [-2.273, 1.486, -0.133], [-2.409, 2.017, 1.188], [-3.338, 2.954, 1.629], [-3.239, 3.384, 2.943], [-2.246, 2.881, 3.783], [-1.328, 1.929, 3.340], [-1.415, 1.499, 2.032], [-0.396, 0.240, 1.202], [1.286, 0.440, 1.801], [1.975, -0.536, 2.520], [3.271, -0.284, 2.950], [3.876, 0.934, 2.673], [3.181, 1.921, 1.983], [1.888, 1.679, 1.551], [-1.048, -1.368, 1.723], [-0.344, -2.536, 1.408], [-0.898, -3.779, 1.674], [-2.160, -3.869, 2.251], [-2.862, -2.716, 2.568], [-2.312, -1.466, 2.304], [-4.092, 3.347, 0.961], [-3.931, 4.126, 3.319], [-2.184, 3.241, 4.801], [-0.563, 1.550, 4.006], [1.509, -1.480, 2.766], [3.803, -1.039, 3.512], [4.886, 1.122, 3.010], [3.642, 2.880, 1.792], [1.336, 2.465, 1.050], [0.650, -2.472, 0.984], [-0.338, -4.678, 1.449], [-2.587, -4.839, 2.468], [-3.835, -2.783, 3.034], [-2.867, -0.576, 2.568]]}

---

{"formula": "C6H20O5", "method": "wB97M-V/def2-TZVPD", "smiles": "C=C/C(C)=C/C.O.O.O.O.O", "homo_lumo_gap_ev": 9.47, "e_above_lowest_kcal_mol": 44.4, "charge": 0, "symbols": ["C", "C", "C", "C", "C", "C", "H", "H", "H", "H", "H", "H", "H", "H", "H", "H", "O", "H", "H", "O", "H", "H", "O", "H", "H", "O", "H", "H", "O", "H", "H"], "positions_angstrom": [[-2.819, 0.478, -0.537], [-1.816, -0.352, -0.173], [-0.433, 0.084, -0.052], [0.246, 0.441, -1.338], [0.139, 0.098, 1.165], [1.562, 0.523, 1.453], [-2.692, 1.522, -0.773], [-3.865, 0.152, -0.721], [-1.983, -1.418, -0.004], [0.085, -0.358, -2.088], [1.353, 0.580, -1.243], [-0.197, 1.384, -1.743], [-0.381, -0.166, 1.965], [1.994, -0.105, 2.257], [1.514, 1.575, 1.874], [2.187, 0.465, 0.603], [-0.834, 3.225, 0.909], [-1.454, 3.730, 0.334], [-0.992, 2.261, 0.748], [-0.284, -2.991, 1.593], [-0.337, -3.936, 1.887], [0.081, -2.585, 2.287], [1.271, -2.629, -0.547], [0.642, -2.829, 0.111], [1.426, -1.681, -0.439], [1.743, 3.737, 0.366], [0.808, 3.681, 0.659], [1.996, 2.906, 0.045], [0.052, -2.410, -2.937], [0.405, -2.557, -2.086], [0.583, -2.824, -3.575]]}

---

{"formula": "C4H7N3", "method": "wB97M-V/def2-TZVPD", "smiles": "Cc1cn(C)nn1", "homo_lumo_gap_ev": 10.23, "e_above_lowest_kcal_mol": 17.9, "charge": 0, "symbols": ["C", "C", "C", "N", "C", "N", "N", "H", "H", "H", "H", "H", "H", "H"], "positions_angstrom": [[-2.538, 0.096, -0.122], [-1.073, -0.159, -0.049], [0.035, 0.626, -0.245], [1.083, -0.187, 0.077], [2.504, 0.055, 0.104], [0.650, -1.393, 0.441], [-0.638, -1.397, 0.354], [-3.031, -0.872, -0.171], [-2.920, 0.591, 0.774], [-2.840, 0.695, -0.981], [0.166, 1.651, -0.563], [2.921, -0.669, 0.800], [2.718, 1.063, 0.452], [2.962, -0.100, -0.873]]}

---

{"formula": "C5H29NO12", "method": "wB97M-V/def2-TZVPD", "smiles": "CCC(=O)NCC=O.O.O.O.O.O.O.O.O.O.O", "homo_lumo_gap_ev": 10.08, "e_above_lowest_kcal_mol": 48.7, "charge": 0, "symbols": ["C", "C", "C", "O", "N", "C", "C", "O", "H", "H", "H", "H", "H", "H", "H", "H", "H", "O", "H", "H", "O", "H", "H", "O", "H", "H", "O", "H", "H", "O", "H", "H", "O", "H", "H", "O", "H", "H", "O", "H", "H", "O", "H", "H", "O", "H", "H"], "positions_angstrom": [[2.775, 0.451, -2.344], [2.086, -0.296, -1.215], [0.734, 0.126, -0.694], [0.523, -0.147, 0.488], [-0.188, 0.898, -1.318], [-0.254, 1.317, -2.686], [-1.199, 0.461, -3.513], [-1.392, -0.701, -3.236], [2.805, 1.536, -2.236], [2.331, 0.268, -3.326], [3.791, 0.082, -2.494], [1.944, -1.317, -1.576], [2.656, -0.416, -0.306], [-1.064, 0.954, -0.824], [0.653, 1.516, -3.249], [-0.748, 2.299, -2.640], [-1.769, 0.880, -4.358], [-0.706, 0.709, 4.112], [-0.350, 1.399, 3.536], [-1.574, 0.524, 3.719], [3.509, 0.074, 1.757], [3.352, -0.393, 2.580], [2.657, 0.331, 1.387], [-2.207, -0.410, 1.780], [-2.666, -1.255, 1.722], [-1.292, -0.710, 1.892], [-0.840, -2.746, 1.407], [-0.615, -3.679, 1.339], [-0.023, -2.338, 1.801], [-3.771, 0.813, -0.520], [-2.949, 0.534, -0.110], [-4.373, 1.268, 0.064], [-0.250, -2.630, -1.438], [-0.568, -2.424, -0.545], [-0.734, -2.064, -2.066], [0.685, -1.295, 2.953], [1.255, -1.861, 3.484], [0.185, -0.672, 3.523], [0.016, 3.208, 1.686], [0.278, 3.922, 2.272], [0.797, 2.654, 1.543], [-1.849, 3.634, -0.924], [-0.997, 4.011, -0.665], [-1.935, 2.884, -0.325], [2.537, -3.067, 0.409], [3.002, -2.224, 0.408], [2.116, -3.047, -0.458]]}

---

{"formula": "C41H48IrN2O2Sb2", "method": "wB97M-V/def2-TZVPD", "homo_lumo_gap_ev": [5.60, 6.24], "e_above_lowest_kcal_mol": 0.0, "charge": 2, "multiplicity": 2, "symbols": ["Ir", "C", "C", "C", "Sb", "C", "C", "C", "C", "C", "C", "C", "C", "C", "C", "C", "C", "Sb", "C", "C", "C", "C", "C", "C", "C", "C", "C", "C", "C", "C", "H", "H", "H", "H", "H", "H", "H", "H", "H", "H", "H", "H", "H", "H", "H", "H", "H", "H", "H", "H", "H", "H", "H", "H", "H", "H", "N", "C", "C", "O", "O", "H", "H", "H", "H", "C", "C", "C", "C", "C", "C", "C", "C", "N", "C", "C", "C", "C", "H", "H", "H", "H", "H", "H", "H", "H", "H", "H", "H", "H", "H", "H", "H", "H", "H", "H"], "positions_angstrom": [[0.484, -0.723, -0.437], [0.241, 2.823, -1.342], [1.332, 2.195, -2.221], [2.603, 3.012, -2.342], [4.088, 3.212, -0.771], [4.566, 1.196, -0.243], [4.073, 0.028, -0.816], [4.457, -1.218, -0.342], [5.343, -1.319, 0.725], [5.869, -0.165, 1.289], [5.495, 1.077, 0.794], [2.819, 3.607, 0.943], [2.089, 4.769, 0.905], [1.444, 5.324, 2.021], [1.560, 4.695, 3.280], [2.290, 3.564, 3.413], [3.008, 2.958, 2.267], [-1.062, 1.289, -0.635], [-2.932, 1.529, -1.542], [-2.986, 1.869, -2.891], [-4.217, 2.112, -3.481], [-5.379, 2.002, -2.729], [-5.319, 1.650, -1.387], [-4.093, 1.405, -0.786], [-1.430, 1.611, 1.412], [-1.987, 0.554, 2.137], [-2.264, 0.703, 3.488], [-1.973, 1.904, 4.125], [-1.419, 2.953, 3.407], [-1.157, 2.816, 2.048], [-0.331, 3.575, -1.885], [0.645, 3.273, -0.436], [0.903, 2.029, -3.216], [1.541, 1.187, -1.850], [2.363, 4.052, -2.583], [3.199, 2.652, -3.185], [3.396, 0.089, -1.662], [4.099, -2.118, -0.827], [5.651, -2.291, 1.087], [6.589, -0.232, 2.095], [5.957, 1.962, 1.221], [2.017, 5.315, -0.032], [0.888, 6.246, 1.921], [1.078, 5.131, 4.145], [2.396, 3.072, 4.371], [4.073, 2.852, 2.494], [-2.083, 1.953, -3.486], [-4.270, 2.387, -4.525], [-6.338, 2.196, -3.191], [-6.228, 1.570, -0.806], [-4.052, 1.146, 0.265], [-2.220, -0.389, 1.646], [-2.717, -0.110, 4.043], [-2.188, 2.023, 5.178], [-1.199, 3.889, 3.903], [-0.729, 3.651, 1.505], [0.726, -1.455, 1.511], [1.325, -0.480, 2.460], [1.883, 0.708, 1.703], [2.638, 1.443, 2.408], [1.520, 0.911, 0.531], [-0.186, -1.761, 1.843], [1.315, -2.285, 1.456], [2.062, -0.941, 3.112], [0.520, -0.067, 3.075], [-2.087, -6.320, 0.869], [-2.225, -4.903, 0.392], [-3.423, -4.215, 0.548], [-3.590, -2.912, 0.088], [-4.913, -2.213, 0.223], [-2.513, -2.282, -0.526], [-1.302, -2.953, -0.688], [-1.161, -4.262, -0.240], [-0.200, -2.251, -1.263], [0.541, -2.847, -2.432], [-0.428, -3.615, -3.325], [1.114, -1.665, -3.217], [1.686, -3.747, -1.957], [-2.675, -6.493, 1.769], [-1.049, -6.573, 1.083], [-2.444, -7.016, 0.108], [-4.257, -4.716, 1.027], [-5.661, -2.675, -0.423], [-4.838, -1.163, -0.057], [-5.290, -2.273, 1.245], [-2.640, -1.292, -0.949], [-0.217, -4.781, -0.341], [-1.285, -2.998, -3.600], [-0.793, -4.529, -2.862], [0.096, -3.890, -4.241], [0.318, -0.998, -3.551], [1.652, -2.023, -4.095], [1.838, -1.096, -2.618], [1.347, -4.743, -1.677], [2.205, -3.302, -1.106], [2.410, -3.868, -2.763]]}

---

{"formula": "C46H53F3N4O5S2", "method": "wB97M-V/def2-TZVPD", "homo_lumo_gap_ev": 5.19, "charge": 0, "symbols": ["C", "C", "C", "C", "C", "C", "C", "C", "C", "C", "C", "C", "C", "C", "N", "C", "C", "C", "C", "C", "C", "N", "O", "O", "C", "C", "N", "C", "C", "C", "C", "C", "C", "C", "C", "C", "C", "C", "C", "C", "C", "C", "C", "H", "H", "H", "H", "H", "H", "H", "H", "H", "H", "H", "H", "H", "H", "H", "H", "H", "H", "H", "H", "H", "H", "H", "H", "H", "H", "H", "H", "H", "H", "H", "H", "H", "H", "H", "H", "H", "H", "H", "H", "H", "H", "H", "H", "H", "H", "H", "H", "H", "F", "C", "F", "F", "S", "N", "C", "O", "C", "C", "C", "C", "C", "C", "S", "O", "O", "H", "H", "H", "H"], "positions_angstrom": [[1.894, -2.883, -1.090], [2.078, -2.510, 0.375], [0.744, -2.665, 1.108], [3.094, -3.487, 0.980], [2.609, -1.074, 0.586], [2.835, -0.690, 1.913], [3.368, 0.556, 2.207], [3.840, 1.372, 1.183], [3.800, 0.953, -0.146], [4.796, 1.584, -1.155], [4.119, 2.599, -2.072], [5.498, 0.488, -1.962], [5.902, 2.353, -0.421], [2.884, -0.117, -0.433], [1.954, 0.007, -1.533], [0.613, 0.317, -1.347], [0.015, 0.475, -0.093], [-1.447, 0.464, 0.033], [-2.196, -0.671, -0.358], [-3.555, -0.590, -0.562], [-4.198, 0.643, -0.350], [-5.289, 0.983, -1.191], [-5.664, 2.176, -1.228], [-5.785, 0.090, -1.913], [-3.539, 1.683, 0.334], [-2.179, 1.624, 0.465], [0.116, 0.769, -2.540], [-1.154, 1.419, -2.802], [-1.385, 2.749, -2.360], [-0.272, 3.778, -1.988], [-0.889, 5.072, -1.438], [0.502, 4.116, -3.266], [0.710, 3.315, -0.925], [-2.696, 3.235, -2.447], [-3.624, 2.627, -3.283], [-3.252, 1.492, -3.985], [-2.096, 0.779, -3.634], [-1.999, -0.637, -4.277], [-3.406, -1.265, -4.348], [-1.146, -1.641, -3.523], [-1.483, -0.485, -5.710], [1.117, 0.624, -3.498], [2.220, 0.148, -2.890], [2.826, -2.752, -1.654], [1.607, -3.942, -1.154], [1.094, -2.299, -1.558], [0.855, -2.528, 2.190], [0.022, -1.922, 0.752], [0.333, -3.667, 0.925], [3.225, -3.325, 2.054], [2.761, -4.521, 0.830], [4.069, -3.371, 0.492], [2.582, -1.361, 2.739], [3.475, 0.864, 3.247], [4.294, 2.329, 1.452], [3.579, 3.350, -1.481], [4.887, 3.117, -2.667], [3.423, 2.133, -2.774], [6.124, -0.117, -1.294], [4.802, -0.186, -2.465], [6.142, 0.952, -2.721], [6.419, 1.714, 0.302], [6.645, 2.705, -1.146], [5.505, 3.232, 0.094], [0.912, 0.389, 0.646], [-1.659, -1.614, -0.501], [-4.132, -1.425, -0.942], [-4.107, 2.559, 0.637], [-1.662, 2.504, 0.876], [-1.479, 4.874, -0.532], [-0.091, 5.776, -1.163], [-1.520, 5.572, -2.182], [1.013, 3.234, -3.670], [-0.186, 4.495, -4.032], [1.255, 4.889, -3.059], [1.369, 2.518, -1.276], [1.354, 4.160, -0.632], [0.208, 2.972, -0.014], [-3.021, 4.116, -1.896], [-4.609, 3.070, -3.435], [-3.916, 1.125, -4.766], [-4.031, -0.798, -5.119], [-3.323, -2.329, -4.606], [-3.928, -1.188, -3.385], [-0.080, -1.448, -3.628], [-1.425, -1.669, -2.466], [-1.330, -2.638, -3.947], [-0.477, -0.052, -5.728], [-1.443, -1.466, -6.199], [-2.145, 0.165, -6.294], [0.929, 0.878, -4.524], [3.161, -0.132, -3.318], [1.435, 1.844, 3.925], [0.770, 2.321, 2.822], [-0.104, 3.278, 3.220], [1.690, 2.944, 2.000], [0.023, 0.956, 2.064], [-1.691, 1.151, 4.248], [-1.429, 0.874, 5.563], [-0.413, 0.357, 6.026], [-2.649, 1.331, 6.312], [-3.652, 1.758, 5.456], [-4.856, 2.278, 5.897], [-5.047, 2.344, 7.287], [-4.045, 1.897, 8.175], [-2.837, 1.383, 7.693], [-3.163, 1.593, 3.754], [-3.195, 2.894, 3.131], [-3.866, 0.504, 3.117], [-5.580, 2.607, 5.153], [-5.983, 2.746, 7.665], [-4.224, 1.947, 9.252], [-2.031, 1.013, 8.331]]}

---

no.,strongest force on any atom (eV Å⁻¹)
1,0.32
2,5.86
3,0.45
4,2.20
5,1.04
6,3.24